A structure of composition C21H17ClF10IrN3O5SSb, computed with the ωB97M-V functional and the def2-TZVPD basis.

The geometry in ORCA input format:
```
! wB97M-V def2-TZVPD RIJCOSX def2/J DEFGRID3
* xyz 0 2
F 1.829 -4.362 1.169
C 4.320 0.039 1.351
F -0.208 -5.052 1.425
N 2.365 -0.016 -0.021
C -0.147 2.513 -1.262
N 2.107 0.234 2.286
C -1.799 0.451 5.175
Cl -1.286 -2.011 -4.928
O 1.090 -2.690 -1.183
H 5.057 -0.528 -1.901
F -5.488 -0.730 0.401
H 4.732 0.141 2.343
C -2.081 2.848 -2.689
F -3.108 -1.573 1.396
H 2.574 -0.381 -2.048
O 0.353 0.058 -2.012
O 0.094 -2.045 0.923
F -3.911 0.726 -1.448
C 5.100 -0.176 0.226
C -1.304 0.682 2.844
N 0.890 0.211 1.991
Sb -3.681 -0.526 -0.041
C -2.205 0.775 3.893
H -0.237 2.438 0.864
F -3.804 -1.850 -1.340
C 3.106 -0.254 -1.111
C 0.714 2.691 -2.390
S 0.066 -3.010 -0.215
C 4.485 -0.331 -1.006
C 0.665 -4.574 0.541
H -3.221 1.081 3.684
H -1.290 -2.084 -2.575
H -2.220 2.461 -0.607
F -1.734 -0.082 -0.330
F -1.688 3.239 -4.956
O -1.255 -3.283 -0.693
C 0.398 2.184 0.017
H -2.504 0.503 5.994
C 0.204 2.950 -3.623
H 1.433 -0.376 4.557
H 1.781 2.591 -2.248
H -1.854 -0.535 -3.185
H -3.146 2.887 -2.862
Ir 0.402 0.021 0.024
H -0.182 -0.225 6.422
C -1.096 -1.307 -3.311
C -0.006 0.280 3.096
O 1.204 -0.802 -3.852
C -1.192 3.011 -3.755
C -1.560 2.605 -1.452
H 6.176 -0.238 0.314
H -1.627 0.935 1.848
C 0.420 -0.044 4.385
F 0.854 -5.480 -0.411
H 0.825 3.072 -4.499
C 2.951 0.098 1.184
C 0.275 -0.709 -3.081
F -3.577 1.008 1.108
H 1.430 2.502 0.158
C -0.488 0.040 5.419
*
```

Calculated values
- LUMO (alpha / beta): -2.52 / -3.95 eV
- <S²>: 0.78
- Gap between HOMO and LUMO (alpha / beta): 7.11 / 5.62 eV

Löwdin population analysis, charges in e, atoms 1 to 6:
1. F 0.1273
2. C 0.0265
3. F 0.1488
4. N -0.0397
5. C -0.2535
6. N 0.1460

A cluster of 2 separate species, C21H17F9N6O6S2 in total, computed with the ωB97M-V functional and the def2-TZVPD basis.

The geometry in ORCA input format:
```
! wB97M-V def2-TZVPD RIJCOSX def2/J DEFGRID3
* xyz 0 1
C -4.704 -2.378 -1.499
C -2.150 -0.118 0.046
C -0.717 2.668 0.543
F -0.818 -4.786 -3.113
H -5.530 -2.017 -0.913
C -0.797 5.099 0.099
N -3.262 -0.763 -0.432
C 4.538 -2.531 -0.258
F 5.720 -2.238 0.288
H -3.306 1.068 1.279
N 1.884 0.662 3.802
H 5.919 0.528 0.591
H 1.854 -0.669 1.177
C -1.673 3.825 0.178
C 0.625 4.667 0.504
N -2.360 0.870 0.954
O 0.694 0.263 3.750
F -6.229 -5.327 -2.067
S 3.822 -0.938 -0.842
O 4.759 -0.096 -1.657
C -2.417 -2.285 -2.163
H 1.341 2.730 0.831
O 6.155 2.712 3.744
F 4.660 -3.347 -1.309
F -6.730 -3.960 -3.729
H -1.178 5.874 0.773
F -0.626 -2.837 -4.130
O 2.339 -0.958 -1.086
H -1.725 2.259 2.406
C 2.754 -0.195 1.541
C -4.921 -3.423 -2.364
C -1.321 1.700 1.558
H -0.809 5.535 -0.907
C -2.626 -3.327 -3.036
C -6.303 -4.039 -2.454
C -1.460 -3.857 -3.848
O 2.403 1.357 4.826
H -0.556 1.034 1.972
F 3.692 -3.012 0.656
H 1.305 4.682 -0.356
F -1.931 -4.405 -4.984
H -1.439 -1.847 -2.108
H -4.128 -0.447 0.006
C 5.041 0.497 1.223
H -2.441 3.923 0.953
C 5.079 1.135 2.440
N 3.640 1.623 4.466
F -7.135 -3.357 -1.640
C 3.912 1.094 3.251
C 2.785 0.437 2.782
N 6.245 1.901 2.814
H -0.465 2.108 -0.370
H 1.051 5.327 1.268
C 3.885 -0.149 0.779
O 7.292 1.723 2.180
C -3.447 -1.801 -1.370
N 0.524 3.303 1.053
H -4.037 -4.734 -3.798
S -0.594 -0.488 -0.412
C -3.876 -3.905 -3.128
H -2.206 3.630 -0.760
*
```

Calculated values
- LUMO: -2.31 eV
- Gap between HOMO and LUMO: 6.14 eV

Löwdin population analysis, charges in e, atoms 1 to 6:
1. C 0.0466
2. C -0.7457
3. C -0.3606
4. F 0.1532
5. H 0.1226
6. C -0.1587

An isolated molecule of C21H17N3O3S, computed with the ωB97M-V functional and the def2-TZVPD basis.

The geometry in ORCA input format:
```
! wB97M-V def2-TZVPD RIJCOSX def2/J DEFGRID3
* xyz 0 1
C 2.555 1.938 -0.304
C 5.533 -1.839 0.021
C -6.190 -1.951 -1.497
C -4.698 -1.025 0.131
C 0.247 3.478 -0.180
H 1.462 5.077 -0.892
H -9.271 -2.359 -0.274
H -0.850 0.529 0.871
C -5.771 -0.772 0.973
C 6.704 -3.711 0.251
H -9.154 -1.122 -1.522
H -0.650 4.071 -0.131
C -7.279 -1.685 -0.677
O 3.767 -0.166 -0.022
H -6.346 -2.415 -2.460
S -3.032 -0.658 0.624
H -4.063 -1.827 -1.744
H -4.220 1.381 1.128
H -7.884 -0.888 1.216
C -3.213 1.025 1.335
C 1.362 1.367 0.126
O 4.686 -2.793 0.465
O -2.545 3.150 0.485
C -7.050 -1.092 0.560
C 6.797 -2.357 -0.129
C 0.204 2.135 0.191
C 2.596 3.283 -0.673
C -4.906 -1.623 -1.103
C 5.058 -0.514 -0.223
C -2.214 2.020 0.759
H 1.339 0.324 0.409
C 1.441 4.036 -0.608
H 3.532 3.703 -1.002
H 4.882 -4.787 0.948
C 3.759 1.145 -0.369
H -5.613 -0.336 1.948
H 7.493 -4.433 0.263
N 4.941 1.541 -0.743
C -8.673 -2.012 -1.115
N 5.766 0.494 -0.652
H 7.658 -1.820 -0.466
H -3.063 0.959 2.416
H -8.669 -2.778 -1.886
N -0.960 1.510 0.645
C 5.401 -3.916 0.600
*
```

Calculated values
- LUMO: 0.13 eV
- Gap between HOMO and LUMO: 8.30 eV

Löwdin population analysis, charges in e, atoms 1 to 6:
1. C -0.1478
2. C -0.2037
3. C -0.0424
4. C -0.5470
5. C 0.0009
6. H 0.1085

An isolated molecule of C21H17N3O7S, computed with the ωB97M-V functional and the def2-TZVPD basis.

The geometry in ORCA input format:
```
! wB97M-V def2-TZVPD RIJCOSX def2/J DEFGRID3
* xyz 0 1
H 1.846 -2.359 -3.371
H -2.565 -1.857 5.044
C 0.191 2.245 -1.450
S 1.288 3.046 -0.271
C -0.341 -1.713 -1.023
C 0.732 -0.723 -3.702
C 1.860 -0.097 2.145
N 1.893 1.727 0.580
C -1.158 0.912 -3.458
H -2.729 3.742 -1.033
C 1.205 0.946 1.484
C -0.187 -0.683 3.261
H 1.725 0.795 -1.698
C 0.076 0.432 -3.025
O 0.907 -0.771 -4.898
C -0.665 -2.179 0.242
H 2.670 -3.210 -1.313
C 0.749 1.117 -2.023
H -1.879 0.550 2.815
C 1.391 -3.362 0.391
H -0.109 -3.361 1.941
C -0.833 0.372 2.620
H 1.659 -1.722 3.523
O 0.606 3.929 0.624
H 2.913 -0.261 1.965
C 0.182 -3.008 0.965
C -0.912 -1.622 4.143
H 2.893 1.616 0.527
O -2.328 -2.392 1.779
O 2.425 3.539 -0.986
N -1.942 -1.802 0.795
H -1.669 4.745 -2.016
H -1.674 0.400 -4.257
C -0.150 1.168 1.725
C 1.732 -2.910 -0.870
C 1.167 -0.907 3.014
H -2.676 2.382 -3.191
O -2.552 -0.914 0.238
C -1.712 2.024 -2.862
O -0.480 -2.700 4.474
H -1.167 4.288 -0.388
O -2.105 -1.171 4.537
H -0.651 1.983 1.229
N 1.228 -1.715 -2.889
H 2.069 -4.005 0.930
C -1.050 2.723 -1.848
C -1.687 3.945 -1.275
C 0.872 -2.079 -1.596
H -1.057 -1.103 -1.549
*
```

Calculated values
- LUMO: -0.77 eV
- Gap between HOMO and LUMO: 8.20 eV

Löwdin population analysis, charges in e, atoms 1 to 6:
1. H 0.1603
2. H 0.1391
3. C -0.2043
4. S 0.6892
5. C 0.0743
6. C -0.4239

DFT total energy, respectively: -96671.941; -89397.882; -43500.427; -51689.357 eV.
Largest force on an atom, respectively: 0.018; 0.114; 0.035; 0.027 Eh/bohr.